Entry 1:
{"formula": "C7H24AgO7", "method": "the ωB97M-V functional and the def2-TZVPD basis", "elements": ["Ag", "C", "O", "H", "H", "H", "H", "C", "O", "H", "H", "H", "H", "C", "O", "H", "H", "H", "H", "C", "C", "O", "O", "H", "H", "H", "H", "H", "H", "C", "C", "O", "O", "H", "H", "H", "H", "H", "H"], "xyz": [[-0.240985, -0.779289, 0.226285], [-3.255299, 1.142258, 0.675856], [-2.286162, 0.675123, -0.291819], [-3.725796, 2.070902, 0.355997], [-4.075363, 0.444985, 0.852186], [-2.705847, 1.277263, 1.608089], [-2.361544, 1.306567, -1.013071], [2.474641, -2.502507, -0.236756], [2.319988, -1.703404, -1.396539], [1.511780, -2.660373, 0.264262], [2.864408, -3.499889, -0.442724], [3.101630, -2.010785, 0.510670], [2.875641, -0.926373, -1.306275], [-0.631624, -1.792752, -2.784946], [-1.185609, -2.284444, -1.555762], [0.435231, -1.978851, -2.916543], [-1.129057, -2.180506, -3.675844], [-0.763035, -0.706078, -2.789129], [-1.572036, -3.132610, -1.801453], [0.460525, -0.201041, 3.146114], [0.673371, -1.678166, 2.926914], [-0.203077, -2.280225, 1.978779], [0.904703, 0.602036, 2.038786], [0.891036, 0.125438, 4.094473], [-0.599710, 0.025903, 3.316359], [0.650961, -2.213996, 3.885991], [1.751313, -1.824908, 2.735526], [-0.517141, -3.088660, 2.395078], [1.591503, 1.194022, 2.362530], [0.460984, 2.447991, -0.476516], [0.057587, 3.595025, -1.410284], [0.544289, 3.315406, -2.714216], [0.449693, 1.210748, -1.150443], [-0.220468, 2.357140, 0.368795], [1.428863, 2.668539, -0.006423], [0.402286, 4.561136, -1.042765], [-1.038001, 3.644702, -1.387945], [-0.189001, 3.464588, -3.317510], [0.849324, 1.315084, -2.025722]], "atomic_forces_ev_per_a": [[-0.286, 0.377, -0.918], [0.270, -0.188, 0.295], [-0.842, 0.363, 0.215], [0.233, 0.136, 0.059], [0.243, -0.321, -0.229], [-0.255, 0.225, 0.099], [0.413, -0.364, -0.269], [-0.193, -0.078, 0.809], [-0.146, 0.005, 0.002], [-0.070, 0.020, -0.268], [0.211, 0.154, -0.295], [0.213, -0.101, -0.125], [0.065, -0.025, -0.085], [0.181, 0.866, -0.563], [0.228, -0.310, -0.766], [-0.028, -0.251, 0.446], [-0.262, -0.105, 0.233], [-0.057, -0.100, 0.019], [-0.022, -0.020, 0.595], [-1.058, 0.404, 0.332], [1.490, -0.191, 1.414], [0.471, 0.137, 0.681], [0.036, -0.336, 0.494], [0.557, -0.205, -0.171], [-0.088, -0.234, -0.354], [-0.770, 0.280, 0.010], [-0.327, 0.010, -0.986], [-0.285, -0.072, -0.438], [0.034, -0.016, -0.258], [0.465, 0.665, 0.418], [-0.700, -0.407, 0.425], [-0.183, 0.148, 0.097], [-0.002, -0.513, 0.092], [-0.221, 0.073, -0.163], [0.198, -0.244, -0.374], [0.265, -0.034, 0.013], [0.021, 0.027, -0.339], [0.239, 0.013, -0.219], [-0.039, 0.211, 0.074]], "de_lowest_kj_mol": 47.36, "total_charge": 1}

=====

Entry 2:
{"formula": "C6H9NO", "method": "the ωB97M-V functional and the def2-TZVPD basis", "elements": ["C", "C", "C", "N", "C", "C", "C", "O", "H", "H", "H", "H", "H", "H", "H", "H", "H"], "xyz": [[-2.438931, 0.138367, -0.025895], [-1.817353, -1.025492, -0.040089], [-0.330091, -0.685777, 0.496658], [0.895603, -1.335343, -0.061312], [1.911431, -0.194184, -0.088048], [1.153203, 1.303818, 0.190296], [-0.278333, 0.690903, -0.182872], [-1.525097, 1.309481, 0.076581], [-3.383391, 0.407164, -0.208205], [-2.386916, -2.067359, 0.040629], [-0.220406, -1.001381, 1.691275], [0.507239, -1.375589, -1.002426], [2.434283, -0.110735, -1.011301], [2.564900, -0.348223, 0.740991], [1.697064, 1.841585, 1.247361], [1.312387, 2.015387, -0.741008], [-0.095595, 0.437381, -1.122642]], "atomic_forces_ev_per_a": [[4.818, 1.438, -0.125], [0.629, -2.579, 2.123], [-0.492, -2.116, 1.553], [-0.879, 1.360, -1.119], [-1.877, 1.514, 1.135], [1.277, 0.136, -1.010], [0.743, 1.571, 8.195], [-1.317, -1.896, -0.763], [-3.484, 0.942, -0.415], [1.454, 2.507, -0.377], [-0.763, 1.932, -2.751], [1.031, -0.772, -0.559], [0.481, -0.405, -0.637], [0.664, -0.133, 0.324], [-2.620, -1.697, -3.072], [0.393, -1.173, 2.164], [-0.057, -0.632, -4.667]], "de_lowest_kj_mol": 488.66, "smiles": "C1=C[C@H]2NCC[C@@H]2O1", "total_charge": 0}

=====

Entry 3:
{"formula": "C45H58BN8O14", "method": "the ωB97M-V functional and the def2-TZVPD basis", "elements": ["C", "C", "O", "B", "O", "C", "C", "N", "N", "C", "C", "C", "O", "O", "C", "C", "C", "N", "C", "C", "C", "C", "C", "H", "H", "H", "H", "H", "H", "H", "H", "H", "H", "H", "H", "H", "H", "H", "H", "H", "H", "H", "H", "H", "H", "H", "H", "H", "H", "H", "H", "H", "H", "H", "H", "H", "C", "C", "C", "C", "C", "C", "N", "O", "O", "H", "H", "H", "H", "H", "C", "C", "C", "C", "C", "C", "N", "O", "O", "H", "H", "H", "H", "H", "C", "C", "C", "C", "C", "C", "N", "O", "O", "H", "H", "H", "H", "H", "C", "C", "C", "C", "C", "C", "N", "O", "O", "H", "H", "H", "H", "H", "C", "C", "C", "C", "C", "C", "N", "O", "O", "H", "H", "H", "H", "H"], "xyz": [[1.507215, 3.634719, 2.116440], [1.754329, 2.598167, 3.405587], [2.002770, 1.277367, 2.808116], [1.963902, 0.189448, 3.803722], [2.993367, 0.272993, 4.899904], [0.896036, -1.054628, 3.873397], [-0.570017, -0.405983, 4.261436], [-1.330641, -0.048390, 2.967723], [-2.458728, 0.677412, 3.316421], [-1.793216, -1.361761, 2.386830], [-2.411773, -1.290382, 0.872506], [-1.867577, -0.062695, -0.060597], [-1.111317, -0.256454, -1.153177], [-2.228343, 1.367301, 0.218303], [-0.697763, -2.575851, 2.414248], [0.884555, -2.059428, 2.583582], [1.280846, -1.376149, 1.149214], [0.988870, -2.218255, -0.072336], [1.726764, -3.483286, 2.837183], [3.229102, -3.269815, 3.437863], [4.409076, -2.973832, 2.346030], [4.105262, -3.470583, 0.816139], [4.947316, -1.390140, 2.352401], [1.365447, 2.954409, 1.146338], [0.594148, 4.349316, 2.274517], [2.539255, 4.191863, 1.967891], [0.846278, 2.562120, 4.142725], [2.724182, 2.960986, 3.972213], [2.453960, 0.096060, 5.734638], [1.205419, -1.722646, 4.813744], [-0.387323, 0.622068, 4.837537], [-1.181814, -1.115120, 4.963434], [-0.664900, 0.499230, 2.383353], [-2.387344, 1.653160, 2.945512], [-2.578286, 0.694441, 4.366904], [-2.693595, -1.722509, 3.084950], [-2.305188, -2.310910, 0.288816], [-3.586843, -1.124840, 0.999207], [-2.924970, 1.597730, -0.492977], [-0.909326, -3.195444, 3.412552], [-0.838664, -3.335417, 1.534952], [0.757389, -0.321251, 0.952313], [2.430954, -1.161091, 1.156658], [0.838788, -3.226542, 0.148201], [1.704989, -2.106267, -0.827397], [1.657535, -4.214622, 1.909026], [1.101903, -4.030971, 3.695718], [3.522759, -4.297799, 3.970658], [3.276618, -2.463737, 4.310614], [5.359305, -3.599412, 2.710322], [3.544840, -4.523300, 0.820046], [3.602217, -2.677250, 0.118985], [5.168380, -3.704243, 0.325284], [4.555133, -0.769568, 1.441687], [4.775702, -0.899954, 3.400626], [6.131603, -1.453014, 2.215271], [4.756895, 1.109651, -3.182992], [6.060835, 0.819784, -3.587786], [6.621906, -0.426209, -3.301268], [5.863097, -1.380493, -2.609661], [4.556545, -1.089389, -2.195359], [4.007200, 0.161168, -2.485182], [6.438228, -2.701192, -2.327796], [7.603778, -2.913627, -2.693952], [5.724437, -3.529197, -1.743886], [4.321725, 2.080544, -3.413635], [6.639350, 1.564736, -4.129931], [7.639321, -0.636680, -3.623640], [3.958196, -1.818887, -1.653549], [2.992688, 0.395657, -2.170497], [5.767206, 5.132013, 7.657549], [5.475116, 4.865743, 6.318921], [4.191372, 5.100487, 5.822643], [3.204479, 5.608660, 6.678547], [3.492899, 5.869609, 8.024720], [4.779615, 5.628169, 8.510248], [1.859997, 5.881550, 6.156654], [1.638935, 5.619641, 4.964917], [1.024534, 6.361848, 6.935985], [6.771141, 4.952687, 8.038545], [6.249744, 4.477750, 5.660919], [3.979723, 4.887882, 4.777005], [2.735196, 6.259443, 8.701228], [5.014245, 5.830387, 9.552986], [3.351817, -4.713254, -4.951201], [3.387667, -4.391685, -3.593464], [2.334854, -4.767892, -2.757135], [1.248240, -5.473075, -3.292633], [1.206063, -5.790475, -4.656797], [2.263511, -5.406433, -5.483831], [0.150411, -5.893614, -2.413776], [0.215520, -5.577281, -1.216530], [-0.776171, -6.544139, -2.918061], [4.177709, -4.422712, -5.598263], [4.238602, -3.849948, -3.186053], [2.377843, -4.509816, -1.701245], [0.366605, -6.333017, -5.086568], [2.241530, -5.650789, -6.543573], [-4.903031, 1.055470, -2.500032], [-5.716607, 2.155003, -2.777995], [-7.097022, 2.070389, -2.586454], [-7.654123, 0.875804, -2.109617], [-6.840586, -0.232053, -1.837080], [-5.461730, -0.136344, -2.035234], [-9.101565, 0.788799, -1.881992], [-9.789671, 1.784168, -2.153015], [-9.551965, -0.272905, -1.428158], [-3.826580, 1.128058, -2.645587], [-5.273924, 3.079958, -3.141375], [-7.717377, 2.936177, -2.807647], [-7.260249, -1.166833, -1.471273], [-4.821370, -0.989823, -1.823671], [-9.765674, 1.467231, -8.166826], [-9.180097, 2.392900, -9.031913], [-8.469013, 3.478869, -8.517691], [-8.346171, 3.626286, -7.129185], [-8.939550, 2.702729, -6.258319], [-9.650632, 1.622287, -6.784319], [-7.578393, 4.751663, -6.582820], [-7.084610, 5.557705, -7.385428], [-7.464373, 4.829072, -5.351135], [-10.314372, 0.618989, -8.572558], [-9.275407, 2.266075, -10.108197], [-8.018485, 4.191467, -9.205137], [-8.856283, 2.807748, -5.178604], [-10.112331, 0.898255, -6.116593]], "atomic_forces_ev_per_a": [[0.766, -1.079, 0.093], [0.645, 1.719, -0.570], [-1.196, -2.138, 2.676], [2.565, 1.654, 0.469], [-4.041, -0.038, -0.914], [-0.012, -0.752, 0.651], [2.080, 0.208, 0.935], [1.328, -1.952, 1.681], [-1.753, 2.707, 0.920], [-1.110, -3.393, -1.628], [-1.499, 1.203, -0.186], [3.619, -0.061, -6.143], [-5.174, 1.022, 7.260], [-0.994, -3.218, -1.085], [0.706, -0.219, 1.931], [-1.760, -1.392, -1.536], [1.161, 0.759, -0.306], [0.156, -0.282, 1.046], [-0.721, 0.434, 1.470], [0.428, -0.990, 0.152], [0.931, 0.367, -0.020], [1.468, -0.976, 0.145], [1.178, -1.044, -0.062], [0.089, 1.517, 2.183], [1.998, -1.295, -0.289], [-2.443, -0.811, 0.260], [1.589, 0.164, -1.314], [-2.163, -0.864, -0.916], [1.464, -0.022, -1.308], [-0.727, 1.412, -2.008], [-0.567, -2.171, -1.278], [0.773, 1.362, -1.769], [-0.400, -0.481, 0.021], [-0.190, -1.174, 0.457], [0.294, 0.064, -1.725], [2.076, 1.193, -1.468], [0.273, 2.362, 1.265], [2.541, -0.064, -0.393], [1.584, -0.433, 1.416], [0.380, 1.270, -2.145], [0.232, 1.775, 1.598], [0.958, -2.050, 0.742], [-2.022, -0.097, 0.332], [0.521, 1.187, -0.401], [-0.990, -0.235, 1.231], [0.364, 1.812, 1.839], [1.332, 1.135, -1.783], [-0.744, 2.184, -1.184], [-0.303, -1.577, -1.950], [-2.205, 1.299, -0.765], [0.991, 2.424, -0.140], [0.701, -1.629, 1.656], [-2.481, 0.599, 1.134], [0.481, -1.019, 1.906], [0.107, -0.733, -2.141], [-2.571, 0.267, 0.223], [0.054, -0.107, 0.036], [-0.215, -0.286, 0.205], [-0.062, -0.032, 0.021], [-0.354, 0.838, -0.201], [0.047, 0.092, -0.080], [0.368, -0.126, -0.087], [1.106, -0.931, 0.017], [-1.942, 0.300, 0.648], [1.068, 1.046, -0.839], [0.095, -0.210, 0.054], [-0.088, -0.209, 0.125], [-0.280, -0.156, 0.165], [0.353, 0.051, -0.214], [0.182, -0.091, -0.053], [-0.124, 0.025, -0.028], [-0.306, 0.123, 0.201], [-0.006, 0.014, 0.096], [0.906, -0.161, 0.325], [0.005, -0.006, -0.043], [-0.097, -0.082, -0.398], [-1.210, 0.374, -0.156], [0.198, 0.246, 1.506], [1.237, -0.797, -1.280], [-0.220, 0.037, -0.084], [-0.209, 0.087, 0.108], [-0.124, 0.173, 0.285], [0.062, -0.084, -0.346], [-0.108, -0.024, -0.228], [-0.179, -0.064, 0.060], [-0.321, -0.111, -0.197], [-0.031, -0.012, -0.131], [0.738, 0.262, -0.556], [0.008, 0.003, 0.048], [0.016, 0.090, 0.395], [-1.067, -0.519, 0.367], [-0.172, -0.341, -1.373], [1.437, 1.073, 0.929], [-0.173, -0.059, 0.136], [-0.379, -0.268, -0.070], [-0.135, -0.187, -0.190], [0.136, 0.124, 0.313], [-0.053, 0.022, 0.245], [-0.168, 0.030, 0.123], [-0.102, -0.266, 0.135], [-0.054, -0.111, 0.038], [1.100, 0.097, -0.164], [-0.037, 0.042, 0.015], [-0.239, 0.330, 0.001], [-1.608, -0.077, 0.239], [1.095, -1.506, 0.358], [0.727, 1.570, -0.680], [-0.130, -0.048, -0.103], [-0.183, -0.172, 0.042], [0.002, -0.291, 0.110], [-0.109, 0.336, -0.109], [-0.169, 0.099, -0.082], [0.071, 0.101, 0.052], [0.046, 0.056, 0.404], [0.005, -0.019, 0.072], [-0.510, -0.777, -0.387], [0.040, 0.003, -0.066], [0.195, 0.270, -0.232], [0.715, 1.101, 0.238], [-0.747, -1.241, 1.316], [-0.089, -0.095, -1.591], [0.106, 0.189, 0.088], [0.045, 0.083, 0.237], [-0.036, -0.073, 0.353], [0.058, 0.147, -0.304], [0.104, 0.197, -0.093]], "total_charge": 1}

=====

Computed orbital gap, in the same sequence as the records: 10.7; 10.3; 8.6 eV.
Computed HOMO energy, in the same sequence as the records: -13.240; -9.314; -11.282 eV.